(1)
Formula: C23H32N2O3S2
Source: OMol25
Level of theory: wB97M-V/def2-TZVPD

Geometry (Å):
1 C 2.066 -0.218 4.732
2 C 0.668 -0.195 4.196
3 C 0.403 -0.589 2.895
4 C -0.893 -0.540 2.384
5 C -1.941 -0.104 3.194
6 C -1.679 0.285 4.493
7 C -0.388 0.244 4.990
8 H -0.194 0.554 6.006
9 H -2.487 0.624 5.124
10 H -2.943 -0.069 2.797
11 C -1.147 -0.922 1.013
12 N -0.247 -1.141 0.092
13 C -0.946 -1.426 -1.053
14 C -2.284 -1.387 -0.758
15 O -2.403 -1.057 0.550
16 C -3.494 -1.633 -1.577
17 H -4.380 -1.510 -0.960
18 H -3.464 -2.648 -1.971
19 H -3.540 -0.938 -2.415
20 C -0.299 -1.772 -2.327
21 H 0.710 -1.380 -2.410
22 H -0.907 -1.453 -3.172
23 S -0.166 -3.643 -2.508
24 O -1.467 -4.148 -2.070
25 C 0.960 -3.916 -1.051
26 C 2.275 -3.194 -1.242
27 O 3.139 -3.609 -1.990
28 N 2.387 -2.067 -0.511
29 H 1.563 -1.709 -0.033
30 C 3.541 -1.202 -0.602
31 C 3.169 0.220 -1.027
32 C 2.445 0.978 0.077
33 H 1.527 0.480 0.384
34 H 3.093 1.106 0.944
35 S 1.982 2.663 -0.450
36 C 0.325 2.334 -1.180
37 C -0.760 2.535 -0.131
38 C -2.137 2.290 -0.742
39 C -2.366 3.217 -1.931
40 C -1.275 3.011 -2.978
41 C 0.103 3.257 -2.370
42 H 0.179 4.293 -2.033
43 H 0.883 3.091 -3.115
44 H -1.431 3.689 -3.820
45 H -1.326 1.987 -3.359
46 H -3.347 3.024 -2.371
47 H -2.349 4.254 -1.591
48 H -2.908 2.448 0.015
49 H -2.205 1.253 -1.080
50 H -0.594 1.861 0.714
51 H -0.700 3.559 0.246
52 H 0.339 1.294 -1.514
53 H 4.080 0.761 -1.288
54 H 2.542 0.180 -1.921
55 H 4.213 -1.654 -1.335
56 H 4.052 -1.171 0.368
57 H 0.422 -3.612 -0.157
58 H 1.128 -4.992 -1.042
59 H 1.205 -0.946 2.266
60 H 2.073 -0.504 5.781
61 H 2.508 0.775 4.652
62 H 2.686 -0.912 4.171

frontier orbital gap: 8.6 eV
energy above the lowest of the compared OMol25 structures with the same formula, charge and spin: 0.0 kcal/mol
DFT total energy: -55164.7748 eV

(2)
Formula: C6H12
Source: OMol25
Level of theory: wB97M-V/def2-TZVPD

Geometry (Å):
1 C -1.317 1.307 -1.252
2 C -0.801 1.127 0.169
3 C 0.584 0.503 0.200
4 C 1.086 0.012 1.523
5 C 0.898 -0.997 0.457
6 C -0.149 -2.055 0.391
7 H -0.680 2.009 -1.802
8 H -1.297 0.349 -1.781
9 H -2.343 1.690 -1.273
10 H -1.489 0.496 0.750
11 H -0.817 2.105 0.684
12 H 1.145 0.469 -0.713
13 H 0.277 -0.017 2.252
14 H 2.063 0.220 1.945
15 H 1.858 -1.277 0.005
16 H 0.017 -2.810 1.158
17 H -0.130 -2.540 -0.594
18 H -1.137 -1.606 0.526

frontier orbital gap: 10.2 eV
energy above the lowest of the compared OMol25 structures with the same formula, charge and spin: 43.4 kcal/mol
DFT total energy: -6415.0572 eV

(3)
Formula: C58H130N6O10
Source: OMol25
Level of theory: wB97M-V/def2-TZVPD

Geometry (Å):
1 C 5.606 -1.108 -4.163
2 C 4.485 -0.110 -3.766
3 C 4.253 0.893 -4.975
4 C 3.449 0.339 -6.103
5 C 2.130 -0.386 -5.615
6 C 2.448 -1.468 -4.581
7 N 3.146 -0.658 -3.414
8 O 3.337 -1.489 -2.321
9 C 1.129 -1.936 -4.028
10 C 3.275 -2.515 -5.218
11 C 4.859 0.673 -2.510
12 H 6.630 -0.680 -3.920
13 H 5.694 -1.313 -5.226
14 H 5.580 -1.992 -3.507
15 H 3.707 1.750 -4.590
16 H 5.214 1.173 -5.430
17 H 4.021 -0.315 -6.776
18 H 3.187 1.194 -6.751
19 H 1.694 -0.978 -6.472
20 H 1.419 0.324 -5.251
21 H 0.596 -2.383 -4.846
22 H 1.139 -2.755 -3.374
23 H 0.533 -1.107 -3.597
24 H 3.902 -3.076 -4.527
25 H 2.655 -3.385 -5.614
26 H 3.892 -2.258 -6.072
27 H 5.835 1.078 -2.413
28 H 4.720 0.065 -1.662
29 H 4.196 1.556 -2.457
30 H 2.923 -1.018 -1.558
31 C 3.975 -1.444 6.924
32 C 2.462 -1.445 6.647
33 C 1.833 -0.530 7.738
34 C 0.386 -0.344 7.477
35 C 0.364 0.438 6.119
36 C 0.884 -0.343 4.940
37 N 2.239 -0.816 5.337
38 O 2.945 -1.384 4.240
39 C -0.022 -1.503 4.513
40 C 1.048 0.626 3.747
41 C 1.927 -2.924 6.799
42 H 4.125 -1.944 7.945
43 H 4.377 -0.374 6.951
44 H 4.476 -2.021 6.143
45 H 1.976 -0.957 8.737
46 H 2.378 0.401 7.718
47 H -0.061 0.258 8.276
48 H -0.054 -1.303 7.431
49 H 0.941 1.385 6.191
50 H -0.655 0.811 5.897
51 H 0.515 -2.305 4.071
52 H -0.610 -1.908 5.306
53 H -0.755 -1.155 3.760
54 H 1.306 0.164 2.849
55 H 0.042 1.033 3.527
56 H 1.798 1.351 3.970
57 H 0.842 -3.009 6.800
58 H 2.304 -3.464 7.665
59 H 2.205 -3.525 5.908
60 H 2.561 -2.203 3.887
61 C 1.287 -4.532 -1.076
62 C -0.070 -5.090 -0.625
63 C -0.281 -6.424 -1.357
64 C -1.396 -7.199 -0.576
65 C -0.973 -7.427 0.838
66 C -0.902 -6.135 1.635
67 N 0.062 -5.290 0.855
68 O 0.225 -3.993 1.402
69 C -2.238 -5.421 1.901
70 C -0.258 -6.507 2.940
71 C -1.180 -4.061 -1.071
72 H 2.094 -5.078 -0.575
73 H 1.489 -3.462 -0.932
74 H 1.417 -4.718 -2.089
75 H -0.599 -6.168 -2.410
76 H 0.630 -6.907 -1.283
77 H -1.492 -8.212 -1.143
78 H -2.415 -6.722 -0.643
79 H 0.016 -7.878 0.940
80 H -1.718 -8.106 1.269
81 H -2.976 -5.361 1.071
82 H -2.815 -5.892 2.684
83 H -2.017 -4.386 2.291
84 H 0.538 -7.170 2.658
85 H 0.124 -5.571 3.347
86 H -0.825 -6.935 3.719
87 H -1.075 -3.152 -0.520
88 H -2.166 -4.537 -1.027
89 H -1.097 -3.799 -2.148
90 H 1.202 -3.936 1.517
91 C -2.319 1.089 0.567
92 C -3.503 0.699 1.417
93 C -4.762 1.632 1.070
94 C -5.563 1.249 -0.116
95 C -5.883 -0.239 -0.073
96 C -4.663 -1.202 0.214
97 N -4.009 -0.682 1.391
98 O -2.854 -1.518 1.706
99 C -5.241 -2.567 0.493
100 C -3.674 -1.240 -1.058
101 C -3.213 1.036 2.931
102 H -1.397 0.556 0.808
103 H -2.044 2.071 0.891
104 H -2.388 0.962 -0.521
105 H -5.461 1.603 1.934
106 H -4.370 2.619 0.835
107 H -4.983 1.567 -0.971
108 H -6.512 1.759 -0.189
109 H -6.540 -0.584 -0.919
110 H -6.455 -0.455 0.898
111 H -4.403 -3.270 0.603
112 H -5.945 -2.649 1.319
113 H -5.758 -2.780 -0.446
114 H -3.882 -0.432 -1.789
115 H -2.662 -1.229 -0.647
116 H -3.766 -2.213 -1.570
117 H -3.996 0.683 3.589
118 H -3.126 2.132 3.211
119 H -2.231 0.612 3.198
120 H -3.163 -1.885 2.528
121 C -3.612 3.194 -4.706
122 C -2.524 2.185 -4.762
123 C -2.493 1.572 -6.207
124 C -1.804 2.511 -7.209
125 C -0.390 2.743 -6.756
126 C -0.389 3.488 -5.358
127 N -1.160 2.744 -4.380
128 O -1.210 3.491 -3.219
129 C 1.054 3.769 -4.843
130 C -0.832 4.952 -5.628
131 C -2.921 1.147 -3.716
132 H -4.546 2.704 -4.953
133 H -3.611 4.035 -5.428
134 H -3.660 3.526 -3.694
135 H -1.992 0.631 -6.105
136 H -3.515 1.223 -6.496
137 H -2.355 3.461 -7.323
138 H -1.860 2.105 -8.222
139 H 0.161 3.490 -7.437
140 H 0.093 1.799 -6.609
141 H 0.980 4.167 -3.847
142 H 1.640 2.873 -4.893
143 H 1.504 4.534 -5.485
144 H -0.081 5.542 -6.172
145 H -1.827 5.072 -6.111
146 H -1.086 5.353 -4.685
147 H -2.185 0.316 -3.750
148 H -3.891 0.696 -3.955
149 H -3.099 1.578 -2.733
150 H -0.761 2.946 -2.583
151 C 0.466 6.769 3.607
152 C 0.199 5.423 3.045
153 C -1.006 4.687 3.710
154 C -2.321 5.288 3.246
155 C -2.420 5.113 1.769
156 C -1.265 5.682 0.933
157 N 0.027 5.295 1.553
158 O 1.134 5.849 0.906
159 C -1.416 5.110 -0.454
160 C -1.467 7.215 0.728
161 C 1.426 4.616 3.414
162 H -0.406 7.424 3.681
163 H 1.259 7.313 3.075
164 H 0.782 6.603 4.607
165 H -0.875 3.624 3.451
166 H -0.893 4.797 4.808
167 H -2.275 6.321 3.578
168 H -3.180 4.800 3.661
169 H -3.377 5.483 1.360
170 H -2.497 4.014 1.638
171 H -2.370 5.499 -0.750
172 H -0.538 5.377 -1.120
173 H -1.468 4.019 -0.466
174 H -1.628 7.722 1.666
175 H -0.724 7.691 0.069
176 H -2.483 7.338 0.171
177 H 2.385 5.070 3.200
178 H 1.516 3.695 2.785
179 H 1.326 4.387 4.502
180 H 1.259 6.803 1.105
181 O -0.007 -1.436 0.987
182 H -1.026 -1.286 1.034
183 H 0.254 -2.349 1.067
184 O 3.816 -0.740 1.438
185 H 3.157 -0.401 0.797
186 H 3.455 -0.442 2.319
187 C 2.010 2.575 -0.686
188 C 1.488 1.296 -1.203
189 O 1.857 0.118 -0.416
190 H 2.935 2.258 -0.244
191 H 1.365 2.945 0.097
192 H 2.233 3.294 -1.405
193 H 1.849 1.005 -2.241
194 H 0.386 1.346 -1.339
195 H 1.087 -0.264 0.076
196 C 3.537 -5.643 1.561
197 C 3.992 -4.202 1.413
198 O 2.999 -3.325 1.900
199 H 3.626 -5.906 2.646
200 H 4.246 -6.342 1.023
201 H 2.509 -5.891 1.245
202 H 4.151 -3.972 0.400
203 H 4.872 -4.059 2.002
204 H 3.187 -2.394 1.649

frontier orbital gap: 8.8 eV
energy above the lowest of the compared OMol25 structures with the same formula, charge and spin: 0.0 kcal/mol
DFT total energy: -91661.3591 eV

(4)
Formula: H5NO2P2
Source: OMol25
Level of theory: wB97M-V/def2-TZVPD

Geometry (Å):
1 N 0.688 0.126 0.706
2 O -1.205 -1.827 0.814
3 O -0.695 -0.702 -1.473
4 P -3.008 0.674 0.079
5 P -1.357 -0.622 0.036
6 H 0.605 0.829 1.398
7 H 1.340 -0.005 -0.093
8 H 0.957 -0.658 1.300
9 H -0.255 -1.539 -1.569
10 H -2.425 1.267 -1.054

frontier orbital gap: 8.2 eV
energy above the lowest of the compared OMol25 structures with the same formula, charge and spin: 28.1 kcal/mol
DFT total energy: -24243.8523 eV

Among the records above, which one has the highest energy above the lowest of the compared OMol25 structures with the same formula, charge and spin? C6H12

The lowest DFT total energy belongs to which entry? C58H130N6O10

Among the records above, which one has the highest frontier orbital gap? C6H12